# 1
{
  "formula": "C49H40FeN17O3S4",
  "method": "ωB97M-V/def2-TZVPD",
  "species": ["Fe", "N", "C", "C", "C", "C", "C", "C", "S", "O", "O", "N", "C", "N", "C", "C", "C", "N", "H", "H", "H", "H", "H", "H", "H", "H", "H", "N", "S", "N", "S", "N", "S", "N", "C", "C", "C", "C", "C", "C", "C", "C", "C", "C", "C", "C", "C", "C", "C", "C", "C", "C", "C", "C", "C", "C", "C", "C", "C", "C", "C", "C", "C", "C", "C", "C", "C", "C", "C", "C", "H", "H", "H", "H", "H", "H", "H", "H", "H", "H", "H", "H", "H", "H", "H", "H", "H", "H", "H", "H", "H", "H", "H", "H", "H", "H", "H", "H", "H", "H", "N", "C", "N", "N", "N", "N", "C", "N", "N", "N", "N", "H", "O", "C"],
  "positions_angstrom": [[0.25488, -1.91652, 0.45295], [5.38878, -6.86932, 1.16245], [4.48368, -6.25982, 0.32965], [3.11258, -6.47162, 0.50885], [2.19958, -5.81982, -0.29235], [2.63768, -4.97462, -1.29325], [3.98898, -4.83702, -1.55755], [4.90768, -5.47762, -0.75315], [1.42148, -3.95632, -2.09565], [0.15008, -4.61772, -2.03165], [1.88298, -3.50422, -3.38195], [1.23998, -2.60612, -1.14205], [2.29818, -1.93012, -0.72815], [3.53478, -2.32442, -1.03755], [4.55508, -1.66532, -0.51125], [4.37828, -0.56332, 0.29975], [3.06568, -0.13342, 0.46095], [2.03098, -0.79672, -0.03635], [5.03828, -7.17192, 2.05805], [6.31358, -6.47282, 1.18595], [2.77318, -7.10472, 1.31395], [1.13788, -5.94592, -0.15295], [4.28848, -4.20592, -2.37505], [5.96438, -5.35482, -0.93425], [5.53218, -2.04022, -0.78445], [5.20278, -0.02882, 0.73575], [2.84068, 0.78118, 0.98785], [-0.09812, -1.19162, 2.24995], [0.10938, 1.29388, 1.56075], [-0.08212, 2.61958, 0.56145], [-1.26702, 2.77658, -0.43555], [-1.97362, 1.48318, -1.05115], [-1.34062, 0.08718, -1.53315], [-0.67522, -0.64812, -0.41525], [-0.28192, 0.56878, -2.92265], [0.94938, -0.02722, -3.11005], [1.80588, 0.49038, -4.07045], [1.41818, 1.58198, -4.83155], [0.16138, 2.14418, -4.66165], [-0.69552, 1.63888, -3.69995], [-2.85112, -0.63322, -2.19665], [-3.05582, -0.71082, -3.56265], [-4.27932, -1.16272, -4.03115], [-5.27152, -1.54122, -3.14225], [-5.04722, -1.46592, -1.77575], [-3.83652, -1.00252, -1.29625], [-0.60432, 3.81818, -1.68925], [-1.41952, 4.73798, -2.36795], [-0.83822, 5.70418, -3.15665], [0.54738, 5.78618, -3.27915], [1.35338, 4.87118, -2.60455], [0.79158, 3.89898, -1.81135], [-2.61512, 3.55988, 0.36735], [-3.89722, 3.51628, -0.18795], [-4.92012, 4.20388, 0.42645], [-4.67982, 4.92758, 1.58895], [-3.40082, 4.95748, 2.14145], [-2.36552, 4.29468, 1.52765], [-1.27702, 1.53898, 2.66885], [-2.49912, 1.05068, 2.22005], [-3.62932, 1.23048, 2.99565], [-3.53872, 1.88098, 4.21585], [-2.30792, 2.32808, 4.67185], [-1.17302, 2.16278, 3.90105], [1.42338, 2.01338, 2.55855], [1.71228, 3.36988, 2.52635], [2.75568, 3.85448, 3.29775], [3.50468, 2.99328, 4.08525], [3.21028, 1.63648, 4.10735], [2.16548, 1.14058, 3.34745], [1.21588, -0.88892, -2.52475], [2.77128, 0.03078, -4.21385], [2.09448, 1.99278, -5.56595], [-0.15192, 2.98388, -5.26175], [-1.67322, 2.06788, -3.54735], [-2.27842, -0.42232, -4.25465], [-4.45142, -1.22212, -5.09485], [-6.22182, -1.89412, -3.51405], [-5.81312, -1.77632, -1.08345], [-3.64392, -0.92392, -0.23975], [-2.49142, 4.67928, -2.26055], [-1.46452, 6.41058, -3.68005], [0.99418, 6.55278, -3.89255], [2.42798, 4.93078, -2.69785], [1.39758, 3.19078, -1.27015], [-4.05722, 2.92378, -1.07295], [-5.91532, 4.17658, 0.00745], [-5.48192, 5.46758, 2.06415], [-3.21792, 5.50158, 3.05515], [-1.36482, 4.31778, 1.92645], [-2.53822, 0.52348, 1.27915], [-4.58122, 0.85648, 2.64955], [-4.42062, 2.03298, 4.81955], [-2.22592, 2.81308, 5.63145], [-0.21782, 2.51618, 4.25545], [1.13528, 4.01738, 1.88345], [2.98848, 4.90868, 3.27455], [4.32688, 3.37088, 4.67405], [3.80438, 0.96608, 4.70965], [1.91798, 0.08948, 3.33235], [-0.59652, -4.95592, 1.81445], [-1.44282, -4.45862, 0.86995], [-2.53952, -5.06672, 0.43015], [-3.03672, -4.24132, -0.46285], [-2.33382, -3.17512, -0.55565], [-1.29482, -3.25692, 0.26405], [0.64108, -4.43842, 2.01285], [1.59868, -4.95562, 2.77315], [2.62118, -4.13292, 2.63585], [2.33778, -3.16152, 1.85175], [1.08428, -3.30722, 1.41385], [-0.85322, -5.80782, 2.28845], [-1.06902, -1.40152, 4.38405], [-0.59022, -1.34332, 3.31655]],
  "lowdin_charge": [0.787, 0.105, -0.323, -0.040, -0.072, -0.295, -0.093, -0.031, 0.642, -0.300, -0.304, -0.164, -0.566, 0.138, -0.098, -0.042, -0.116, 0.050, 0.095, 0.088, 0.106, 0.106, 0.104, 0.103, 0.115, 0.094, 0.079, -0.027, 1.168, -0.461, 0.919, -0.366, 0.846, -0.368, -0.283, -0.024, -0.034, -0.062, -0.074, -0.118, -0.296, -0.057, -0.068, -0.065, -0.061, -0.100, -0.304, -0.052, -0.060, -0.045, -0.054, -0.058, -0.315, -0.062, -0.053, -0.043, -0.051, -0.058, -0.382, -0.089, -0.043, -0.057, -0.055, -0.058, -0.406, -0.082, -0.064, -0.062, -0.044, -0.078, 0.075, 0.117, 0.107, 0.109, 0.109, 0.105, 0.106, 0.106, 0.110, 0.098, 0.112, 0.113, 0.111, 0.116, 0.113, 0.113, 0.114, 0.110, 0.116, 0.104, 0.085, 0.117, 0.110, 0.111, 0.111, 0.095, 0.108, 0.108, 0.117, 0.111, 0.159, -0.436, 0.036, -0.076, -0.064, -0.042, -0.442, 0.038, -0.076, -0.027, -0.116, 0.151, 0.096, -0.504],
  "s2": 8.76,
  "largest_force_ev_per_a": 6.3,
  "gap_ev": [5.420, 5.395],
  "multiplicity": 6,
  "e_above_lowest_kj_mol": 189.8,
  "total_energy_ha": -5903.99365,
  "homo_ha": [-0.247, -0.247]
}

---

# 2
{
  "formula": "C5H10BN",
  "method": "ωB97M-V/def2-TZVPD",
  "species": ["C", "B", "C", "N", "C", "C", "C", "H", "H", "H", "H", "H", "H", "H", "H", "H", "H"],
  "positions_angstrom": [[-0.67205, -1.84935, 0.56041], [-0.95388, -0.46789, -0.16921], [-2.37723, 0.04308, -0.32975], [-3.35343, 0.52059, -0.60352], [0.17608, 0.78513, -0.57352], [0.58669, 1.55633, 0.66757], [1.51914, -0.02946, -0.88153], [0.30624, -2.13452, 0.55391], [-1.49614, -2.45024, 0.20989], [-1.03055, -1.77183, 1.58132], [-0.41084, 1.38136, -1.35664], [-0.28861, 1.97647, 1.19450], [1.32606, 2.40919, 0.62774], [1.12079, 0.81315, 1.28275], [2.45337, 0.49125, -1.13392], [1.81952, -0.54097, 0.03243], [1.27482, -0.73228, -1.66244]],
  "lowdin_charge": [-0.006, -0.233, -0.132, 0.165, -0.311, -0.130, -0.108, 0.021, 0.069, 0.083, 0.134, 0.079, 0.097, 0.073, 0.078, 0.058, 0.064],
  "largest_force_ev_per_a": 4.3,
  "gap_ev": 9.967,
  "e_above_lowest_kj_mol": 202.9,
  "total_energy_ha": -276.07063,
  "homo_ha": -0.379
}

---

# 3
{
  "formula": "C33H80As2CdCl10F12O14",
  "method": "ωB97M-V/def2-TZVPD",
  "species": ["Cd", "As", "F", "F", "F", "F", "F", "F", "As", "F", "F", "F", "F", "F", "F", "C", "O", "C", "C", "O", "C", "H", "H", "H", "H", "H", "H", "H", "H", "H", "H", "C", "O", "C", "C", "O", "C", "H", "H", "H", "H", "H", "H", "H", "H", "H", "H", "C", "O", "C", "C", "O", "C", "H", "H", "H", "H", "H", "H", "H", "H", "H", "H", "C", "O", "C", "C", "O", "C", "H", "H", "H", "H", "H", "H", "H", "H", "H", "H", "C", "O", "C", "C", "O", "C", "H", "H", "H", "H", "H", "H", "H", "H", "H", "H", "C", "O", "C", "C", "O", "C", "H", "H", "H", "H", "H", "H", "H", "H", "H", "H", "C", "O", "C", "C", "O", "C", "H", "H", "H", "H", "H", "H", "H", "H", "H", "H", "C", "Cl", "Cl", "H", "H", "C", "Cl", "Cl", "H", "H", "C", "Cl", "Cl", "H", "H", "C", "Cl", "Cl", "H", "H", "C", "Cl", "Cl", "H", "H"],
  "positions_angstrom": [[1.30166, -2.42199, -1.57198], [-0.79339, 0.35571, -0.12069], [-1.16638, 0.74044, -1.83578], [-1.99710, -0.97439, -0.17804], [-0.52090, 0.09692, 1.59499], [0.52483, 1.55300, -0.25994], [-2.08678, 1.47897, 0.32865], [0.43690, -0.92158, -0.68252], [2.37854, -5.48516, -3.48816], [2.21941, -6.32783, -1.90124], [2.90409, -7.00698, -4.32390], [2.58150, -4.46388, -4.92008], [1.82400, -3.93207, -2.70947], [4.11112, -5.10962, -3.13832], [0.67227, -5.87193, -3.74502], [-1.29636, -4.60107, -1.45397], [-0.17985, -3.75538, -1.05534], [-0.10225, -3.67915, 0.39653], [1.37852, -3.94955, 0.82283], [2.30372, -3.13976, -0.01373], [3.71585, -3.47019, 0.29012], [-1.37619, -5.53841, -0.90339], [-1.17815, -4.79386, -2.52025], [-2.18030, -3.96580, -1.39760], [-0.67164, -4.45253, 0.91207], [-0.48236, -2.73016, 0.77475], [1.55121, -5.01709, 0.68626], [1.67780, -3.82404, 1.86339], [4.27715, -2.71607, -0.26158], [3.92089, -4.50359, 0.01062], [4.04292, -3.31653, 1.31848], [1.80674, 3.76252, 8.14793], [1.08182, 3.18434, 7.08103], [1.18558, 3.71833, 5.76429], [0.39966, 2.92270, 4.71552], [-0.98861, 3.24744, 4.85724], [-1.82251, 2.66527, 3.84167], [1.35342, 4.72758, 8.37433], [2.86614, 3.93311, 7.95641], [1.66431, 3.16891, 9.05095], [2.26243, 3.75523, 5.59958], [0.84347, 4.75122, 5.82902], [0.50703, 1.86617, 4.96109], [0.64590, 3.17255, 3.68351], [-2.89493, 2.83152, 3.94352], [-1.75211, 1.58176, 3.93743], [-1.46002, 2.85903, 2.83214], [-0.58748, -2.12079, -4.21308], [0.40535, -1.69429, -3.25450], [1.16524, -0.71951, -3.92134], [2.24935, -0.15063, -2.99310], [2.87347, -1.28204, -2.29482], [3.95913, -1.88387, -2.97370], [-0.15439, -2.78126, -4.96429], [-1.13986, -1.32890, -4.71891], [-1.34329, -2.70653, -3.68986], [0.57951, 0.08334, -4.36905], [1.64769, -1.19013, -4.77800], [1.87025, 0.45484, -2.16981], [3.00059, 0.47650, -3.47313], [4.85989, -1.27009, -2.97739], [3.64243, -2.17729, -3.97456], [4.31134, -2.76471, -2.43689], [-2.55396, -2.11913, 2.89098], [-1.81616, -3.37629, 3.06749], [-1.92961, -3.88458, 4.43682], [-3.24361, -4.51667, 4.67769], [-3.46279, -5.60919, 3.75647], [-4.74386, -6.20328, 3.85080], [-3.51916, -2.09218, 3.39672], [-2.78199, -2.01474, 1.83023], [-1.93984, -1.26111, 3.16440], [-1.66190, -3.14525, 5.19169], [-1.22437, -4.71010, 4.53298], [-4.06920, -3.81347, 4.56808], [-3.26317, -4.79768, 5.73066], [-4.94813, -6.72171, 2.91399], [-5.48506, -5.42749, 4.04278], [-4.78922, -6.97835, 4.61586], [3.74649, 4.64172, -8.14437], [2.52221, 4.53346, -7.30927], [2.33374, 3.25609, -6.74423], [1.05951, 3.19220, -5.94741], [1.12149, 3.97743, -4.80796], [-0.05321, 3.96790, -3.99798], [4.70383, 4.41507, -7.67508], [3.91575, 5.67784, -8.43745], [3.65877, 4.07203, -9.06950], [3.15430, 2.88512, -6.13010], [2.27010, 2.58798, -7.60311], [0.78312, 2.23117, -5.51367], [0.32255, 3.60867, -6.63410], [-0.03956, 4.77790, -3.26871], [-0.20007, 2.99588, -3.52713], [-0.85116, 4.02183, -4.73856], [-3.79184, 4.59685, -3.29704], [-3.15048, 5.23839, -2.22356], [-2.48845, 4.37074, -1.38024], [-1.69482, 5.07314, -0.25541], [-2.42006, 6.00425, 0.58354], [-3.60121, 5.54861, 1.29737], [-4.41719, 5.31132, -3.83236], [-4.49876, 3.81448, -3.02085], [-3.05781, 4.11815, -3.94522], [-1.69040, 3.85408, -1.91340], [-3.10326, 3.54614, -1.01947], [-0.86888, 5.67088, -0.64092], [-1.32673, 4.31819, 0.43934], [-4.35885, 5.19649, 0.59730], [-4.06710, 6.37680, 1.83135], [-3.41827, 4.80486, 2.07291], [4.24646, 2.45775, 3.79653], [4.13150, 1.24770, 3.02556], [2.76009, 0.75810, 2.87675], [2.68664, -0.43851, 1.91710], [2.79252, -0.16606, 0.50795], [4.01798, 0.45585, 0.07042], [3.62361, 3.24700, 3.37552], [5.30088, 2.73233, 3.76647], [3.87058, 2.27250, 4.80275], [2.05508, 1.49754, 2.49691], [2.49201, 0.39449, 3.86873], [1.71365, -0.87690, 2.13888], [3.36970, -1.25090, 2.16520], [4.26930, 1.23665, 0.78824], [3.92951, 0.84922, -0.94227], [4.80861, -0.29445, 0.07727], [-4.69196, -4.45488, 0.89257], [-4.49194, -3.09457, -0.18318], [-4.15125, -6.01723, 0.13302], [-4.16620, -4.28870, 1.83282], [-5.73180, -4.63341, 1.16636], [2.72969, 4.02309, -0.07901], [4.44941, 4.00734, 0.42569], [2.37709, 3.30835, -1.68435], [2.19802, 3.44542, 0.67711], [2.42357, 5.06790, -0.02638], [-5.19549, 0.08492, -0.19936], [-5.54162, 1.57749, -1.00127], [-4.95026, 0.43122, 1.55329], [-6.06385, -0.54684, -0.38629], [-4.33340, -0.42683, -0.62717], [1.58722, -3.21966, 6.04099], [1.03365, -2.48612, 4.56019], [1.14474, -4.93940, 6.12200], [2.65630, -3.10503, 6.21995], [1.16069, -2.67815, 6.88534], [-3.79569, 0.58642, -4.28845], [-2.32990, 0.96900, -5.17261], [-3.56694, -0.83967, -3.24654], [-4.11874, 1.41724, -3.66118], [-4.58946, 0.32661, -4.98883]],
  "lowdin_charge": [1.442, 0.960, -0.287, -0.292, -0.233, -0.285, -0.270, -0.342, 0.943, -0.280, -0.277, -0.265, -0.354, -0.283, -0.258, -0.054, -0.312, -0.154, -0.104, -0.333, -0.021, 0.083, 0.077, 0.044, 0.126, 0.092, 0.125, 0.104, 0.075, 0.102, 0.088, -0.109, -0.201, -0.179, -0.177, -0.189, -0.091, 0.083, 0.082, 0.087, 0.099, 0.127, 0.121, 0.114, 0.087, 0.070, 0.068, -0.072, -0.294, -0.192, -0.126, -0.324, -0.081, 0.106, 0.023, 0.066, 0.106, 0.133, 0.075, 0.135, 0.102, 0.093, 0.068, -0.094, -0.222, -0.234, -0.212, -0.193, -0.114, 0.077, 0.030, 0.070, 0.106, 0.087, 0.111, 0.132, 0.065, 0.088, 0.087, -0.065, -0.168, -0.229, -0.230, -0.208, -0.119, 0.080, 0.079, 0.080, 0.123, 0.122, 0.108, 0.131, 0.089, 0.059, 0.072, -0.100, -0.148, -0.241, -0.147, -0.197, -0.076, 0.095, 0.060, 0.067, 0.094, 0.094, 0.121, 0.106, 0.080, 0.082, 0.068, -0.101, -0.222, -0.161, -0.195, -0.232, -0.076, 0.063, 0.092, 0.074, 0.112, 0.111, 0.080, 0.111, 0.044, 0.061, 0.086, -0.953, 0.628, 0.523, 0.006, 0.034, -0.944, 0.536, 0.598, 0.006, 0.029, -1.080, 0.564, 0.508, 0.015, -0.071, -1.010, 0.614, 0.529, 0.035, 0.033, -0.964, 0.577, 0.581, -0.005, 0.034],
  "largest_force_ev_per_a": 5.8,
  "gap_ev": 9.489,
  "total_energy_ha": -12798.11985,
  "homo_ha": -0.345
}

---

# 4
{
  "formula": "C5H9N3O2",
  "method": "ωB97M-V/def2-TZVPD",
  "species": ["C", "C", "C", "C", "C", "N", "N", "N", "O", "O", "H", "H", "H", "H", "H", "H", "H", "H", "H"],
  "positions_angstrom": [[-1.22410, -2.80303, -0.40740], [-1.29027, -0.55352, -0.81530], [0.63385, 2.19954, -0.00316], [1.96087, 0.25256, 0.40440], [1.13360, 1.34911, 1.18370], [-0.68543, -1.56111, -0.01270], [-2.11071, -2.61490, -1.34694], [-2.04371, -1.26284, -1.64581], [2.05412, -0.93000, 0.62003], [0.11327, 0.80426, 1.99220], [-0.85343, -3.64147, 0.14304], [1.18749, 3.17263, -0.22958], [0.62757, 1.64017, -1.02633], [-0.33295, 2.55282, 0.20082], [2.39425, 0.71690, -0.46469], [1.78542, 1.95951, 1.71087], [-2.75101, -0.80374, -2.23401], [0.05945, -1.27816, 0.58741], [-0.65828, 0.80128, 1.34344]],
  "lowdin_charge": [-0.153, -0.089, -0.085, -0.203, -0.374, 0.044, 0.037, -0.061, 0.053, -0.041, 0.113, 0.102, 0.093, 0.050, 0.108, 0.116, 0.139, 0.058, 0.091],
  "largest_force_ev_per_a": 4.2,
  "gap_ev": 10.130,
  "e_above_lowest_kj_mol": 313.2,
  "total_energy_ha": -510.57064,
  "homo_ha": -0.340
}